{"formula": "C24H26N2O4", "method": "ωB97M-V/def2-TZVPD", "elements": ["O", "O", "O", "O", "N", "N", "C", "C", "C", "C", "C", "C", "C", "C", "C", "C", "C", "C", "C", "C", "C", "C", "C", "C", "C", "C", "C", "C", "C", "C", "H", "H", "H", "H", "H", "H", "H", "H", "H", "H", "H", "H", "H", "H", "H", "H", "H", "H", "H", "H", "H", "H", "H", "H", "H", "H"], "coordinates": [[3.07992, -2.67740, -0.30821], [0.73273, 1.15375, 1.06061], [-1.45118, -1.88862, 0.46137], [4.64698, 2.65493, 0.97435], [-1.49547, 1.37023, 0.92375], [1.40636, -1.31258, -0.94685], [3.72592, 2.67910, 2.04283], [3.67217, -0.42991, -0.77648], [-0.34428, 0.40420, -0.93295], [0.94432, -0.07318, -1.54209], [-0.61268, -1.86377, 2.67351], [5.52027, 1.62367, -0.93737], [2.71080, -1.56941, -0.65277], [4.60629, -0.42237, -1.80168], [0.49158, -2.43353, -0.90712], [-1.52535, 0.30178, -1.58162], [-1.88173, -1.93154, 1.80186], [-5.09353, 1.50916, 0.28281], [-6.49113, 0.85021, -1.69038], [-2.70990, 1.24801, 0.30844], [-0.28414, 0.98056, 0.40579], [3.67194, 0.57244, 0.18659], [0.51263, -2.22598, 1.69301], [-3.89177, 1.64353, 0.93763], [-0.24563, -2.63972, 0.42395], [-3.99377, 0.59124, -1.63139], [-2.75575, 0.71360, -0.99063], [-5.16190, 0.98112, -1.01226], [4.58979, 1.61260, 0.10416], [5.52673, 0.61157, -1.87456], [-0.51119, -3.70917, 0.49216], [-0.25828, -2.31682, -1.69190], [-0.67595, -2.56230, 3.50589], [-0.46566, -0.86233, 3.07458], [1.15809, -3.02437, 2.04878], [1.71844, 0.68257, -1.39157], [3.90461, 1.85204, 2.73718], [2.93684, 0.53874, 0.97272], [0.79705, -0.22202, -2.62149], [-2.41753, -2.87550, 1.98594], [-6.00593, 1.81493, 0.77362], [-2.57294, -1.10196, 1.95702], [-6.37969, 0.44055, -2.69055], [6.22790, 2.43638, -0.98584], [4.61038, -1.21737, -2.53157], [-3.85372, 2.05250, 1.93734], [1.12629, -1.35135, 1.48671], [3.89667, 3.62460, 2.55549], [-1.56157, -0.11624, -2.57884], [-7.14543, 0.19468, -1.11710], [1.08806, -3.33138, -1.09576], [-4.02096, 0.17720, -2.62889], [-6.97693, 1.82232, -1.76380], [6.25523, 0.62672, -2.67163], [-1.46652, 1.76194, 1.85844], [2.69251, 2.63199, 1.68880]], "nbo_charge": [-0.617, -0.661, -0.548, -0.511, -0.579, -0.436, -0.262, -0.103, -0.113, -0.227, -0.439, -0.281, 0.683, -0.232, -0.245, -0.090, -0.067, -0.183, -0.626, 0.258, 0.644, -0.323, -0.430, -0.252, 0.095, -0.157, -0.141, -0.030, 0.390, -0.187, 0.167, 0.208, 0.211, 0.209, 0.227, 0.251, 0.176, 0.252, 0.191, 0.162, 0.214, 0.186, 0.216, 0.221, 0.218, 0.211, 0.224, 0.194, 0.212, 0.220, 0.245, 0.209, 0.219, 0.214, 0.412, 0.199], "lumo_energy_ev": 0.12, "smiles": "COc1cccc(C(=O)N(Cc2cc3cc(C)ccc3[nH]c2=O)C[C@H]2CCCO2)c1", "homo_energy_ev": -8.287, "charge": 0, "homo_lumo_gap_ev": 8.410, "spin_multiplicity": 1}

=====

{"formula": "C24H26N4RhSi", "method": "ωB97M-V/def2-TZVPD", "elements": ["Rh", "Si", "N", "N", "N", "N", "C", "C", "C", "C", "C", "C", "C", "C", "C", "C", "C", "C", "C", "C", "C", "C", "C", "C", "C", "C", "C", "C", "C", "C", "H", "H", "H", "H", "H", "H", "H", "H", "H", "H", "H", "H", "H", "H", "H", "H", "H", "H", "H", "H", "H", "H", "H", "H", "H", "H"], "coordinates": [[-0.02738, 0.85078, 1.15687], [0.15327, 1.05885, -0.90292], [-1.91838, -2.25336, 3.42722], [1.28136, -1.95727, 4.08579], [1.19092, -0.41510, 2.50072], [-1.48706, -0.61822, 2.01193], [-3.12046, -1.87669, 2.85311], [-0.85503, 2.51928, 2.27915], [0.47852, -1.33910, 3.16876], [2.47428, -0.42016, 3.00999], [-0.93805, -1.45191, 2.90711], [0.56592, 2.60661, 2.33905], [-2.61084, 0.72773, -1.41269], [1.62874, 0.32921, -1.78126], [-3.67678, 1.33129, -2.08518], [3.87978, 0.91331, -2.28801], [-0.05805, 2.71753, 0.08240], [-3.44361, 2.00420, -3.28992], [2.55638, -1.38637, 3.97753], [2.69355, -0.67673, -3.67884], [1.60249, -0.62985, -2.80698], [0.12998, -3.81208, -0.66638], [3.79316, 0.15830, -3.46500], [-1.34635, 0.88335, -1.97071], [2.83764, 0.88885, -1.37246], [-1.12885, 1.32233, -3.27908], [-2.85098, -0.83293, 2.00983], [-1.25570, 2.47990, 0.92957], [-2.18693, 1.96625, -3.90448], [1.07619, 2.61422, 1.03289], [-2.73936, 0.14853, -0.49675], [1.17216, 2.66090, 3.24307], [0.99897, -2.71919, 4.70010], [-0.20152, -4.08881, -1.72855], [-1.51286, 2.51022, 3.13261], [3.21506, 0.26430, 2.64598], [2.12201, 2.66732, 0.71945], [3.38044, -1.70811, 4.57936], [-0.05602, 3.37426, -0.81731], [0.80773, -3.68145, 0.25986], [2.67395, -1.37065, -4.51970], [0.58188, -4.84688, -0.84092], [-2.00146, 2.40332, -4.88017], [-1.74959, -2.99765, 4.09338], [-2.26911, 2.37518, 0.55940], [-3.52131, -0.22731, 1.42498], [-0.15707, 1.14062, -3.74310], [0.58416, -2.87557, -1.14129], [-4.04018, -2.36287, 3.08841], [2.95053, 1.23916, -0.34742], [4.76810, 1.49510, -2.06345], [-0.87835, -3.78705, -0.22663], [-4.66642, 1.27660, -1.64749], [-4.25553, 2.53719, -3.78079], [4.59839, 0.19717, -4.19625], [0.75766, -1.32654, -2.88477]], "mulliken_spin": [1.754, -0.186, 0.012, -0.005, 0.035, 0.028, -0.005, 0.096, 0.103, 0.014, -0.045, 0.157, 0.071, 0.048, 0.005, -0.023, 0.185, 0.015, -0.007, -0.008, 0.050, -0.064, 0.053, 0.017, 0.056, 0.037, -0.010, 0.209, -0.002, 0.212, -0.003, 0.013, 0.001, 0.335, 0.013, 0.001, 0.025, 0.001, 0.045, 0.383, -0.001, 0.153, 0.000, -0.001, 0.028, 0.000, -0.003, 0.134, 0.001, 0.019, -0.001, 0.039, 0.000, 0.002, 0.004, 0.008], "lumo_energy_ev": [-2.63, -3.87], "homo_energy_ev": [-7.427, -11.152], "charge": 1, "homo_lumo_gap_ev": [4.795, 7.280], "spin_multiplicity": 5}

=====

{"formula": "C24H26N4S2SiTa", "method": "ωB97M-V/def2-TZVPD", "elements": ["Ta", "S", "S", "Si", "N", "N", "N", "N", "C", "C", "C", "C", "C", "C", "C", "C", "C", "C", "C", "C", "C", "C", "C", "C", "C", "C", "C", "C", "C", "C", "C", "C", "H", "H", "H", "H", "H", "H", "H", "H", "H", "H", "H", "H", "H", "H", "H", "H", "H", "H", "H", "H", "H", "H", "H", "H", "H", "H"], "coordinates": [[0.89385, 0.46721, -0.74307], [1.05934, 5.14681, 0.18706], [2.11430, 1.69641, -5.23476], [-1.50212, -0.71036, 0.12839], [0.73366, 2.68383, -0.60058], [1.25660, 1.27251, -2.80821], [0.44672, 2.99276, 1.75082], [1.80630, -0.71885, -3.95676], [2.98277, -0.18101, -0.98407], [-0.94003, -2.52009, 0.32727], [-3.55743, 1.24078, 3.20045], [-2.66623, 1.05830, 4.26322], [1.30981, 2.67812, -2.95608], [2.96228, 0.96181, -0.12499], [0.05271, -4.49636, -0.68093], [-1.30154, -0.35357, 2.86407], [1.06431, 3.43263, -1.76175], [-0.15977, -5.21079, 0.50337], [1.24969, 4.77608, -1.49016], [-0.78414, -4.58587, 1.58658], [-2.91557, -0.93908, -1.08768], [2.21601, -1.22164, -0.36479], [-3.31163, 0.66201, 1.94825], [-1.19254, -3.24754, 1.49434], [0.66452, 3.45111, 0.49275], [-2.17944, -0.14381, 1.79232], [1.73147, 3.05505, -4.21993], [-1.53153, 0.26081, 4.09101], [-0.38212, -3.17181, -0.78220], [1.66641, 0.61937, -3.90205], [2.17007, 0.64175, 1.02078], [1.73989, -0.71809, 0.88882], [-0.81411, 0.10153, 4.89750], [-2.84427, 1.53021, 5.23148], [-0.97022, -5.13357, 2.51106], [-3.60373, -1.64946, -0.60240], [0.42789, 3.70127, 2.47532], [-3.98993, 0.84103, 1.10968], [-0.27253, -2.64784, -1.74164], [3.55205, 1.86573, -0.25679], [2.02876, 1.27318, 1.89331], [2.12304, -1.13009, -4.82373], [-2.59483, -1.38276, -2.03690], [-0.27514, 0.45945, 0.68252], [2.15022, -2.24709, -0.70474], [1.51893, 5.49339, -2.25358], [-1.70187, -2.77775, 2.33900], [-0.16353, 2.18356, 1.88314], [-4.44681, 1.84948, 3.34852], [1.82042, 4.08852, -4.52350], [1.25061, -1.30460, 1.65576], [-0.76265, -0.20697, -1.30876], [1.41879, -1.30580, -3.21905], [-3.41432, 0.01483, -1.28472], [0.15426, -6.25313, 0.57325], [-0.40770, -0.97632, 2.72672], [3.58919, -0.29700, -1.87195], [0.53086, -4.96827, -1.54104]], "nbo_charge": [1.820, 0.577, 0.570, 1.397, -0.638, -0.672, -0.768, -0.756, -0.317, -0.459, -0.179, -0.170, 0.093, -0.261, -0.137, -0.269, 0.095, -0.178, -0.360, -0.169, -1.082, -0.373, -0.213, -0.204, 0.323, -0.436, -0.348, -0.198, -0.269, 0.317, -0.287, -0.271, 0.242, 0.255, 0.255, 0.290, 0.447, 0.238, 0.185, 0.311, 0.311, 0.456, 0.253, -0.093, 0.335, 0.293, 0.243, 0.433, 0.252, 0.289, 0.322, -0.153, 0.407, 0.256, 0.257, 0.196, 0.314, 0.230], "lumo_energy_ev": -12.50, "homo_energy_ev": -17.119, "charge": 3, "homo_lumo_gap_ev": 4.619, "spin_multiplicity": 1}

=====

Which of these has the lowest charge?
C24H26N2O4

=====

What is the charge in the second record?
+1

=====

Among the records above, which one has the highest charge?
C24H26N4S2SiTa